Record 1
A cluster of 5 separate species, C15H20O15 in total in a non-equilibrium geometry. Source: OMol25; level of theory: wB97M-V/def2-TZVPD.

Last column: Löwdin charge in e.
Geometry (Å):
O -8.9074 1.4376 -2.6246  0.07
C -9.1040 1.4894 -1.3655  -0.59
O -9.0524 2.6135 -0.6797  0.08
C -9.3363 2.4831 0.6733  -0.12
C -9.6098 0.9897 0.7174  -0.08
O -9.5179 0.5396 -0.6434  0.12
H -8.4967 2.9008 1.2290  0.14
H -10.2237 2.9635 1.0854  0.13
H -10.5800 0.7195 1.1343  0.13
H -8.8815 0.4392 1.3129  0.13
O -2.8728 1.8246 -0.0018  0.08
C -1.7124 2.1177 -0.4302  -0.54
O -1.2927 2.5071 -1.6330  0.08
C 0.0375 2.4344 -1.8680  -0.18
C 0.5441 2.1273 -0.5053  -0.08
O -0.6744 1.6504 0.1697  0.09
H 0.2676 1.6036 -2.5351  0.14
H 0.6177 3.3232 -2.1163  0.14
H 1.0652 2.9161 0.0373  0.14
H 1.2252 1.2971 -0.6922  0.13
O 4.7881 -1.0350 -4.2337  0.16
C 5.7059 -0.3608 -4.5914  -0.59
O 6.2057 -0.4367 -5.8125  0.06
C 6.8519 0.7612 -6.1978  -0.08
C 7.2172 1.2769 -4.7036  -0.12
O 6.1961 0.7091 -3.9131  0.06
H 7.8047 0.6701 -6.7192  0.13
H 6.2121 1.5353 -6.6216  0.13
H 7.1866 2.3657 -4.7447  0.12
H 8.1975 0.9814 -4.3297  0.12
O 5.1687 1.0814 5.0873  0.16
C 5.2953 0.8995 6.2660  -0.62
O 4.4092 0.7126 7.1263  0.09
C 4.8920 0.0658 8.3747  -0.05
C 6.3018 0.4793 8.3317  -0.15
O 6.5182 0.8158 6.9576  0.03
H 4.3914 0.6367 9.1566  0.14
H 4.6365 -0.9889 8.2723  0.14
H 6.9557 -0.3524 8.5941  0.13
H 6.5425 1.3224 8.9793  0.13
O -2.8120 -7.3808 -2.8691  0.14
C -2.6829 -6.2765 -2.3666  -0.55
O -2.7199 -6.0194 -1.0680  0.06
C -2.8223 -4.6682 -0.7508  -0.13
C -2.1300 -4.0668 -1.9836  -0.10
O -2.2643 -5.1215 -2.9164  0.05
H -3.8241 -4.2735 -0.5819  0.13
H -2.2566 -4.5374 0.1717  0.13
H -1.0834 -4.0350 -1.6809  0.13
H -2.3768 -3.1377 -2.4973  0.14

Properties
energy above the lowest of the compared OMol25 structures with the same formula, charge and spin	3.861	eV
Kohn-Sham gap	10.62	eV


Record 2
A structure of composition C15H21ClF5O2P2Pd in a non-equilibrium geometry. Source: OMol25; level of theory: wB97M-V/def2-TZVPD.

Last column: Löwdin charge in e.
Geometry (Å):
C 1.0039 1.4411 -4.3775  -0.07
C 0.6020 0.9159 -3.0394  -0.93
H 0.2359 2.2107 -4.6636  0.12
H 0.9733 0.5682 -5.0787  0.12
H 2.0522 1.8620 -4.4200  0.11
O -0.5480 0.8669 -2.6565  0.03
Cl 1.9180 0.1268 -2.3838  0.84
Pd 0.1478 -0.5320 1.7838  0.54
P -0.3460 -1.8738 -0.5395  0.93
C -2.1244 -2.2307 -0.7494  -0.19
C 0.0909 -2.4375 -2.2179  -0.26
H -0.0937 -3.5090 -2.3254  0.08
H 0.0582 -4.1765 -0.2935  0.09
H 1.1527 -2.2995 -2.4223  0.02
H 1.3032 -3.1633 0.5345  0.07
H -2.5527 -1.4232 -1.3650  0.08
H -0.4868 -1.9113 -2.9809  0.07
C 0.2381 -3.3199 0.3535  -0.22
H -2.1704 -3.1860 -1.2905  0.09
H -0.2965 -3.3949 1.2978  0.03
H -2.6314 -2.2872 0.2174  0.04
P 0.7140 1.7394 0.8927  0.87
C -0.5083 3.0472 1.2928  -0.20
C 1.9098 1.9491 2.2148  -0.24
H 2.4321 2.1701 -0.8133  0.03
H 1.9344 3.6373 0.0070  0.08
H 0.8899 2.9788 -1.2397  0.06
C 1.5584 2.6990 -0.4181  -0.25
H 2.7246 1.2567 1.9915  0.07
H 2.2472 2.9837 2.2221  0.09
H 0.0676 3.9777 1.4118  0.09
H -1.0444 2.7970 2.2168  0.04
H 1.4391 1.6595 3.1519  0.04
H -1.2207 3.1499 0.4548  0.08
C -1.7502 -0.2137 2.0999  -0.31
O -2.7431 0.2469 1.6033  0.22
F -1.0131 1.3359 4.4089  0.16
C -1.0717 -0.0297 4.5083  -0.09
C -1.5918 -0.8317 3.4926  -0.06
C -1.8313 -2.2036 3.6645  -0.06
F -2.4460 -2.9499 2.6985  0.18
C -1.4757 -2.7859 4.8591  -0.06
F -1.6624 -4.0929 5.0828  0.22
C -0.8722 -2.0108 5.8551  -0.05
F -0.4577 -2.6022 6.9742  0.23
C -0.7105 -0.6355 5.6921  0.00
F -0.1822 0.0676 6.7020  0.27

Properties
energy above the lowest of the compared OMol25 structures with the same formula, charge and spin	0.000	eV
Kohn-Sham gap (alpha / beta)	7.43 / 4.07	eV
total charge	+3
spin multiplicity	5


Record 3
A structure of composition C15H21ClF5O2P2Tb in a non-equilibrium geometry. Source: OMol25; level of theory: wB97M-V/def2-TZVPD.

Last column: Löwdin charge in e.
Geometry (Å):
C 0.3515 -0.1624 -6.4996  -0.06
C 0.1245 0.2367 -5.0689  -0.82
H 1.4332 -0.1827 -6.6896  0.10
H -0.1304 0.5593 -7.1772  0.10
H -0.0791 -1.1580 -6.6868  0.10
O 0.9821 0.5066 -4.2503  0.00
Cl -1.5903 0.2906 -4.6200  0.64
Tb -0.7745 0.0161 0.5200  1.37
P -0.1508 2.5363 -0.3318  0.70
C 1.1061 3.5702 0.4482  -0.23
C -0.2177 2.9965 -2.0839  -0.25
H -0.4116 4.0699 -2.2149  0.08
H -1.9087 4.1650 0.1019  0.08
H -1.0147 2.4170 -2.5790  0.02
H -2.6146 2.5430 -0.2100  0.05
H 2.0834 3.3144 0.0272  0.07
H 0.7430 2.7344 -2.5509  0.06
C -1.8045 3.0909 0.3114  -0.25
H 0.9163 4.6332 0.3003  0.08
H -1.8846 2.9284 1.4031  0.04
H 1.1311 3.3634 1.5239  0.04
P 0.0686 -2.5455 0.0404  0.70
C 1.4072 -3.3499 0.9454  -0.23
C -1.5334 -3.1548 0.7549  -0.25
H -0.7716 -2.8314 -2.2054  0.05
H -0.0466 -4.3590 -1.6014  0.07
H 1.0128 -3.0067 -2.1243  0.06
C 0.0637 -3.2655 -1.6299  -0.24
H -2.3822 -2.7603 0.1615  0.05
H -1.5327 -4.2525 0.6933  0.08
H 1.3011 -4.4351 0.9462  0.08
H 1.4092 -2.9916 1.9809  0.04
H -1.6366 -2.8492 1.8135  0.04
H 2.3616 -3.0785 0.4826  0.07
C 1.4827 0.1489 1.1383  -0.16
O 2.5621 0.2220 1.5561  0.18
F -0.1603 -2.2378 3.2818  0.01
C -0.5524 -0.9828 3.7347  -0.21
C -0.5389 0.1524 2.9273  -0.19
C -0.6496 1.3902 3.5610  -0.21
F -0.3566 2.5903 2.9183  0.01
C -0.9162 1.5212 4.9272  -0.11
F -1.0472 2.7353 5.4978  0.14
C -0.9995 0.3396 5.6707  -0.09
F -1.2437 0.4250 6.9841  0.16
C -0.8162 -0.9300 5.1075  -0.11
F -0.8492 -2.0516 5.8520  0.15

Properties
Kohn-Sham gap (alpha / beta)	7.14 / 7.48	eV
total charge	+2
spin multiplicity	7


Record 4
An isolated molecule of C15H21ClN2O3S in a non-equilibrium geometry. Source: OMol25; level of theory: wB97M-V/def2-TZVPD.

Last column: Löwdin charge in e.
Geometry (Å):
C -4.5885 -3.7785 0.6442  -0.10
C -3.8090 -2.4993 0.9240  -0.21
C -2.9623 -2.0356 -0.2675  -0.37
C -1.8045 -2.9846 -0.5668  -0.05
N -2.4374 -0.7108 0.0063  0.10
C -2.7792 0.3837 -0.6858  -0.44
O -3.5342 0.3983 -1.6361  0.07
C -2.0865 1.6516 -0.1418  -0.22
C -2.3842 2.8874 -0.9909  -0.11
C -1.1968 2.9394 -1.9503  -0.14
C -0.0402 2.4695 -1.0736  -0.18
N -0.6332 1.4523 -0.2170  -0.20
S 0.1648 1.2194 1.2246  0.69
O 0.5276 2.4525 1.8631  -0.27
O -0.6164 0.2764 1.9819  -0.29
C 1.6433 0.4012 0.6400  -0.27
C 1.4995 -0.7356 -0.1332  -0.05
C 2.6256 -1.3904 -0.5987  -0.08
C 3.8817 -0.8900 -0.2773  -0.67
Cl 5.2867 -1.7013 -0.8544  0.70
C 4.0240 0.2528 0.4985  -0.09
C 2.8906 0.9011 0.9592  -0.04
H -5.2428 -4.0068 1.4820  0.07
H -5.2011 -3.6619 -0.2468  0.08
H -3.9215 -4.6238 0.4980  0.06
H -3.1568 -2.6419 1.7887  0.11
H -4.5131 -1.7002 1.1654  0.11
H -3.5994 -1.9337 -1.1528  0.14
H -2.1772 -3.9704 -0.8279  0.07
H -1.2224 -2.6082 -1.4053  0.08
H -1.1577 -3.0726 0.3045  0.08
H -1.8370 -0.5990 0.8171  0.10
H -2.3877 1.7784 0.9036  0.15
H -3.3312 2.7646 -1.5134  0.11
H -2.4193 3.7810 -0.3683  0.12
H -1.0255 3.9311 -2.3626  0.11
H -1.3551 2.2321 -2.7639  0.12
H 0.7824 2.0295 -1.6424  0.12
H 0.3500 3.2895 -0.4575  0.12
H 0.5085 -1.0907 -0.3643  0.10
H 2.5379 -2.2790 -1.2036  0.11
H 5.0078 0.6251 0.7366  0.11
H 2.9555 1.7914 1.5642  0.12

Properties
energy above the lowest of the compared OMol25 structures with the same formula, charge and spin	0.214	eV
Kohn-Sham gap	9.52	eV


Record 5
An isolated molecule of C15H21ClN2O4S in a non-equilibrium geometry. Source: OMol25; level of theory: wB97M-V/def2-TZVPD.

Last column: Löwdin charge in e.
Geometry (Å):
C -1.9800 -2.0395 -2.1540  -0.07
C -0.9107 -3.1313 -1.8630  -0.07
N -0.2745 -2.4368 -0.5451  -0.20
C 1.0173 -2.9624 -0.3535  -0.13
C 2.1160 -1.8526 -0.1015  -0.31
O 3.0172 -1.6844 -1.3936  -0.28
N 2.2072 -1.0396 0.7601  0.06
C 3.1364 0.1396 0.9590  -0.05
C 2.5988 1.4818 0.5132  -0.40
C 2.6545 1.5875 -0.9376  -0.15
C 4.1036 2.2197 -1.1587  -0.04
C 4.4638 2.6655 0.4161  -0.18
O 3.3002 2.5226 1.1680  -0.08
S -1.2866 -2.1152 0.8851  0.54
O -2.3397 -2.8554 0.6949  -0.17
O -0.3957 -1.8412 1.7776  -0.21
C -1.7492 -0.3823 0.3420  -0.20
C -0.9984 0.7682 -0.2384  -0.04
C -1.4773 1.9599 -0.5855  -0.18
C -2.6312 2.0489 -0.2024  -0.66
Cl -3.2322 3.7868 -0.2891  0.59
C -3.4827 1.4085 0.5615  -0.10
C -3.0716 0.0118 0.6187  -0.05
H -1.4736 -1.0706 -2.4894  0.11
H -2.6606 -1.8339 -1.5282  -0.04
H -2.4026 -2.5123 -3.1632  0.13
H -1.4773 -3.9523 -1.3710  0.13
H -0.2544 -3.2793 -2.4743  0.02
H 0.8972 -3.3216 0.8844  0.17
H 1.3069 -3.6100 -0.9420  0.02
H 1.3711 -1.3572 1.4279  0.18
H 3.2739 -0.0215 2.1645  0.18
H 4.0248 -0.3190 0.4854  0.13
H 1.5610 1.5026 0.8682  0.14
H 1.8919 2.1904 -1.2828  0.07
H 2.3705 0.5564 -1.4810  0.15
H 4.7297 1.1760 -1.6054  0.19
H 3.9889 2.8070 -1.7721  -0.07
H 4.5643 3.7752 0.1028  0.13
H 5.4820 2.1409 0.6880  0.15
H 0.0162 0.2987 -0.4394  0.12
H -0.6239 2.6929 -1.0226  0.20
H -4.4587 1.4612 0.8763  0.09
H -3.7633 -0.7411 1.3429  0.17

Properties
energy above the lowest of the compared OMol25 structures with the same formula, charge and spin	18.965	eV
Kohn-Sham gap	8.49	eV


Record 6
A structure of composition C15H21ClNbO7P2 in a non-equilibrium geometry. Source: OMol25; level of theory: wB97M-V/def2-TZVPD.

Last column: Löwdin charge in e.
Geometry (Å):
C 0.3856 -1.6433 4.8209  -0.17
C -0.3036 -1.0725 3.5957  -0.84
Cl 0.8451 0.1451 2.8294  0.52
C -1.6499 -0.4514 3.9089  -0.46
Nb -3.3362 -1.9731 3.9181  0.89
P -5.1165 -0.0893 3.6523  0.40
P -6.9339 -0.7468 4.6263  0.07
O -8.0126 0.2505 4.6312  -0.38
O -6.5241 -1.2658 6.0823  -0.24
O -7.3659 -2.1208 3.9307  -0.23
H -0.2459 -2.4231 5.2509  0.05
H 1.3535 -2.0682 4.5546  0.06
H 0.5310 -0.8643 5.5711  0.07
H -0.4068 -1.8486 2.8380  0.05
H -1.6414 0.0414 4.8906  0.04
H -1.8987 0.3258 3.1822  0.01
H -3.7993 -1.9471 5.7077  -0.15
H -4.7833 -3.0714 3.5770  -0.17
H -3.0879 -2.1581 2.1012  -0.14
H -2.3758 -3.4679 4.3184  -0.15
H -5.5439 -0.2309 2.3169  -0.18
H -6.1721 -0.5546 6.6318  0.07
H -6.5605 -2.6652 3.8161  -0.03
C 2.0564 -0.1550 -1.6176  0.02
C 1.3906 -0.7283 -0.6186  0.01
C -0.0885 -0.8797 -0.6654  -0.38
O -0.6954 -1.4014 0.2383  0.09
C -0.7924 -0.3562 -1.8669  0.03
C -0.1224 0.2165 -2.8630  0.01
C 1.3524 0.3590 -2.8148  -0.38
O 1.9622 0.8820 -3.7285  0.07
H 3.1319 -0.0311 -1.6078  0.12
H 1.8750 -1.1017 0.2741  0.10
H -1.8688 -0.4723 -1.8735  0.13
H -0.6104 0.6045 -3.7482  0.12
C 4.3043 3.5089 -5.8538  0.02
C 4.2265 2.1837 -5.7533  0.03
C 5.3403 1.3168 -6.2170  -0.38
O 5.2818 0.1090 -6.1376  0.11
C 6.5396 1.9841 -6.7898  0.02
C 6.6123 3.3079 -6.8875  0.01
C 5.4980 4.1759 -6.4267  -0.39
O 5.5689 5.3834 -6.5198  0.10
H 3.5071 4.1625 -5.5230  0.12
H 3.3632 1.6838 -5.3322  0.09
H 7.3371 1.3295 -7.1182  0.12
H 7.4732 3.8175 -7.3016  0.12

Properties
Kohn-Sham gap	5.00	eV
total charge	-1